No. 1
ORCA calculation (ωB97M-V/def2-TZVPD) on a cluster of 9 separate species, C30H75FN3O9S8 in total in a non-equilibrium geometry.

net charge: +1
E_LUMO: -2.28 eV
total energy: -144600.6718 eV
multiplicity: 1
orbital gap: 7.392 eV
F_max: 0.11796 Eh/bohr

XYZ file:
```
126
Properties=species:S:1:pos:R:3:forces:R:3:lowdin_charge:R:1
C -1.098 -0.790 -2.907 3.0419 -1.5763 1.1453 0.0102
C -0.031 -1.830 -2.629 -2.4821 2.1418 -1.0666 -0.0786
C 1.572 -1.536 -3.000 -1.0110 0.4017 1.3549 -0.2194
N 1.735 -1.048 -4.423 0.9867 0.6011 0.9434 -0.0415
C 3.191 -0.983 -4.856 0.2655 -1.4626 -0.6111 -0.1370
C 4.254 -1.208 -3.629 0.4842 3.1582 -0.5052 -0.2257
C 5.838 -1.122 -4.061 0.7818 0.5654 0.8816 -0.1435
C 6.140 -0.216 -5.396 1.3446 -0.0309 0.1128 -0.2023
C 5.761 1.387 -5.221 -1.7627 -0.9732 -0.2307 -0.1461
C 5.021 1.952 -6.608 1.4576 0.1081 -0.3745 -0.2119
O 4.113 3.073 -6.314 -0.9946 -2.1830 -1.0013 -0.2415
C 2.705 2.648 -6.250 -0.9341 -0.5155 1.3218 -0.1292
N 3.982 -2.474 -2.797 0.5328 0.5893 -0.5250 0.1217
C 2.519 -2.891 -2.808 -2.3123 -1.1863 0.8033 -0.2474
F 2.341 -3.887 -3.910 0.8509 2.9014 2.3669 -0.0120
C 2.222 -3.696 -1.405 0.3096 -0.4976 0.7648 -0.0443
C 1.562 -5.185 -1.591 1.1029 -4.5298 1.3695 -0.2917
C 0.139 -5.535 -2.334 -0.3948 0.6847 -0.5797 -0.0828
N 2.240 -6.276 -1.032 -2.9080 4.6748 -2.5466 0.0737
H -0.965 0.276 -2.401 0.0974 -1.8357 -2.2097 0.0676
H -2.065 -0.990 -3.537 1.5188 -0.1059 2.3942 0.0834
H -0.404 -2.808 -2.104 0.9915 1.2930 -2.2370 0.0863
H 1.901 -0.692 -2.223 -0.1226 -1.9477 -1.2968 0.1662
H 1.367 -0.076 -4.558 0.0403 -1.4242 0.7013 0.1114
H 3.362 -1.881 -5.618 -0.2165 1.9651 1.4091 0.1484
H 3.324 0.044 -5.420 0.2731 -2.2464 1.3602 0.1055
H 4.076 -0.307 -2.865 0.3413 -2.0788 -1.6193 0.1688
H 6.365 -2.192 -4.118 -1.3490 2.1739 -0.1629 0.1334
H 6.392 -0.570 -3.158 -1.1736 -1.3141 -1.8773 0.1304
H 5.654 -0.712 -6.339 0.8008 1.0949 1.7821 0.1112
H 7.322 -0.248 -5.556 -2.6232 -0.2090 0.2869 0.1308
H 6.684 2.031 -4.898 -1.9042 -1.2728 -0.6854 0.1249
H 4.912 1.422 -4.388 1.8882 0.2824 -1.5666 0.1068
H 5.856 2.382 -7.339 -1.7676 -0.8471 1.6304 0.1429
H 4.507 1.069 -7.223 0.8171 1.8526 1.5469 0.1252
H 2.447 1.690 -6.871 0.7816 1.7667 0.8515 0.0917
H 2.478 2.375 -5.110 0.2535 0.5497 -2.2314 0.0951
H 1.929 3.476 -6.565 2.0463 -1.3799 0.5721 0.1122
H 4.606 -3.246 -3.135 -0.8063 0.4741 0.2084 0.1905
H 4.327 -2.228 -1.821 -0.5981 -0.4809 -0.9113 0.1673
H 1.573 -3.033 -0.654 1.2755 -1.3665 -1.8965 0.1486
H 3.265 -3.864 -0.848 -2.2847 0.1413 -1.1964 0.1215
H 0.072 -6.686 -2.641 0.4478 2.5960 0.8414 0.1040
H -0.007 -4.896 -3.327 0.3937 -1.3458 2.1781 0.0854
H -0.803 -5.312 -1.643 2.1264 -0.3775 -1.2832 0.0606
H 1.685 -7.152 -1.240 0.5684 1.3200 0.2337 0.0493
C 6.748 -4.000 0.224 0.0452 0.0938 -0.1454 -0.2633
S 6.249 -2.556 1.192 0.3271 -0.1870 0.3009 0.8175
O 5.880 -1.470 0.224 -0.1513 -0.2003 -0.4996 -0.5981
C 7.896 -2.176 1.833 0.0494 0.0058 -0.0715 -0.2733
H 5.871 -4.385 -0.301 0.0019 0.0104 0.1648 0.0302
H 7.511 -3.716 -0.505 -0.0016 0.0880 0.1042 0.0622
H 7.136 -4.771 0.893 -0.0947 0.0877 -0.0308 0.0616
H 8.589 -2.003 1.006 -0.1265 0.0686 -0.0007 0.0352
H 8.248 -3.006 2.451 -0.1847 0.0060 -0.0331 0.0621
H 7.832 -1.273 2.446 -0.1394 -0.1789 -0.1228 0.0413
C -4.162 2.775 -2.242 0.0702 -0.0169 -0.1111 -0.2556
S -3.795 2.006 -0.647 -0.3647 -0.3654 -0.3568 0.8206
O -2.752 0.953 -0.883 -0.0414 0.1673 -0.1181 -0.5774
C -5.385 1.165 -0.469 0.3067 0.1156 -0.1511 -0.2679
H -3.280 3.331 -2.570 -0.0701 -0.0814 0.1348 0.0481
H -4.402 2.008 -2.981 0.0096 -0.0159 0.1131 0.0553
H -5.001 3.465 -2.130 0.0712 -0.0747 0.0674 0.0584
H -5.551 0.495 -1.317 0.1470 0.0701 -0.0207 0.0623
H -6.186 1.905 -0.414 0.2146 -0.1492 0.0900 0.0377
H -5.370 0.581 0.455 0.0722 0.2344 -0.1150 0.0479
C -9.802 0.313 2.280 -0.1048 0.0195 -0.0107 -0.2529
S -8.193 0.122 1.477 0.0693 0.2113 -0.1930 0.8128
O -7.853 1.433 0.832 -0.6720 -0.1738 0.0672 -0.5739
C -8.762 -0.994 0.173 -0.1620 0.0400 -0.1676 -0.2507
H -9.693 1.010 3.115 0.1219 -0.1010 -0.1349 0.0532
H -10.530 0.711 1.570 0.1267 0.0011 -0.0267 0.0572
H -10.138 -0.655 2.660 0.1464 0.0564 -0.0300 0.0567
H -9.553 -0.516 -0.410 0.0554 0.0184 0.0611 0.0574
H -9.131 -1.920 0.619 0.0798 0.1006 0.0365 0.0576
H -7.917 -1.222 -0.483 -0.0576 0.0945 0.1855 0.0443
C -6.900 -1.900 6.317 -0.0322 -0.0981 0.0375 -0.2680
S -7.016 -0.664 5.002 0.1606 -0.2623 -0.1666 0.8091
O -7.287 -1.394 3.719 0.2247 -0.0632 0.8213 -0.6179
C -5.266 -0.210 5.010 0.0353 0.0035 -0.1187 -0.2575
H -7.886 -2.349 6.459 0.1011 0.1354 -0.0947 0.0513
H -6.185 -2.677 6.038 -0.0389 0.1032 -0.0744 0.0567
H -6.586 -1.417 7.246 -0.0375 0.0268 -0.0968 0.0533
H -4.650 -1.091 4.810 -0.1456 0.0044 0.0091 0.0574
H -5.004 0.219 5.980 -0.0781 0.0072 -0.1006 0.0586
H -5.096 0.535 4.229 -0.1052 -0.0786 0.1588 0.0474
C -1.167 4.726 3.689 0.1376 -0.0749 -0.0141 -0.2644
S -2.880 4.154 3.788 -0.0802 -0.1237 0.1539 0.8063
O -2.876 2.841 4.515 0.1347 0.2542 -0.3517 -0.5736
C -3.065 3.799 2.025 0.0527 -0.0758 0.1040 -0.2998
H -0.824 4.971 4.697 -0.1596 -0.0529 -0.1043 0.0495
H -0.533 3.940 3.273 -0.0940 -0.0173 0.0246 0.0533
H -1.116 5.620 3.064 -0.0971 -0.0509 0.0643 0.0542
H -2.315 3.069 1.709 -0.0444 0.0289 0.1134 0.0435
H -2.953 4.722 1.452 -0.0490 -0.0276 0.1014 0.0590
H -4.064 3.388 1.855 0.1848 0.1420 0.2045 0.0290
C -5.366 9.000 6.138 -0.0905 0.0579 -0.0254 -0.2718
S -4.299 7.577 5.810 -0.2439 -0.2001 -0.4254 0.7933
O -4.690 7.018 4.474 0.0857 0.3452 0.6826 -0.5819
C -5.016 6.504 7.078 -0.0838 -0.1172 0.0272 -0.2682
H -5.118 9.791 5.426 0.0530 -0.1895 0.0613 0.0506
H -6.414 8.718 6.014 0.1061 -0.0716 -0.0265 0.0583
H -5.192 9.361 7.154 0.0464 -0.0613 -0.0687 0.0522
H -6.085 6.374 6.897 0.1016 0.0595 -0.0730 0.0594
H -4.853 6.945 8.064 0.0351 0.0168 -0.1028 0.0528
H -4.520 5.531 7.032 -0.0058 0.1982 -0.0986 0.0491
C -3.431 -4.626 1.654 -0.0656 0.0323 0.0448 -0.2646
S -2.396 -5.851 0.818 -0.2651 -0.5513 0.4200 0.7865
O -2.796 -7.204 1.329 0.3071 0.8706 -0.2702 -0.5464
C -0.853 -5.393 1.643 0.1233 -0.0602 0.0935 -0.2737
H -4.462 -4.754 1.315 0.1924 -0.0674 -0.0183 0.0542
H -3.385 -4.773 2.735 0.0505 -0.0879 -0.1005 0.0592
H -3.089 -3.621 1.396 0.0051 -0.0728 -0.0377 0.0523
H -0.964 -5.493 2.726 -0.0696 -0.0224 -0.1112 0.0600
H -0.593 -4.363 1.386 -0.0708 -0.0298 -0.0181 0.0449
H -0.061 -6.062 1.297 -0.1874 0.0438 -0.0154 0.0409
C 9.686 2.162 1.402 0.1206 0.0175 -0.0506 -0.2567
S 8.578 0.954 0.638 0.2376 -0.0187 -0.2027 0.7978
O 9.432 -0.063 -0.061 -0.2954 0.4616 0.1932 -0.5516
C 7.918 2.069 -0.623 0.0039 0.0221 -0.1454 -0.2569
H 10.238 1.668 2.205 -0.1416 -0.0273 -0.1400 0.0546
H 10.391 2.544 0.661 -0.0779 -0.0911 0.0016 0.0608
H 9.099 2.983 1.820 -0.0229 -0.1074 -0.0364 0.0560
H 8.731 2.457 -1.241 0.0023 -0.0866 0.1100 0.0610
H 7.387 2.893 -0.140 0.0453 -0.1068 0.0227 0.0574
H 7.220 1.510 -1.252 0.1155 -0.0300 0.2069 0.0361
```
Forces are in eV/Å.



No. 2
ORCA calculation (ωB97M-V/def2-TZVPD) on a cluster of 2 separate species, C5H12O2 in total in a non-equilibrium geometry.

ΔE to the lowest compared entry with this formula, charge and spin: 68.84 kcal per mole
E_LUMO: 0.75 eV
total energy: -9472.1507 eV
multiplicity: 1
SMILES string: CCC(C)=O.CO
orbital gap: 9.713 eV
F_max: 0.08347 Eh/bohr

XYZ file:
```
19
Properties=species:S:1:pos:R:3:forces:R:3:nbo_charge:R:1
C -1.250 -1.093 1.325 -0.4774 -0.2442 0.0571 -0.6448
C -0.197 -1.288 0.281 2.5802 1.2613 1.2824 -0.3979
C 1.241 -0.062 0.456 0.3677 -3.8804 -1.7976 0.5436
C 1.578 0.974 1.513 -1.1733 0.1357 0.1160 -0.7335
O 2.160 -0.481 -0.234 -1.0360 1.1028 0.5399 -0.5590
H -1.943 -0.294 1.052 0.1546 0.0176 0.0647 0.2238
H -0.820 -0.891 2.307 -0.0505 0.0367 -0.0089 0.2001
H -1.847 -2.010 1.413 0.0415 0.1172 0.0701 0.2138
H 0.491 -2.108 0.475 -0.0923 -0.2023 0.6107 0.2023
H -0.587 -1.583 -0.692 0.2151 1.2507 -0.3399 0.2231
H 2.548 0.764 1.973 -0.1837 -0.1927 -0.2895 0.2509
H 1.640 1.949 1.023 -0.0347 -0.0280 0.0697 0.2421
H 0.804 1.019 2.280 0.0610 0.1340 0.0096 0.2255
C -0.722 0.792 -2.557 0.2218 0.1779 0.2127 -0.2529
O -1.004 0.904 -1.169 1.1071 0.7249 0.5799 -0.7212
H -1.521 0.214 -3.025 0.1103 0.0364 0.0657 0.1814
H 0.244 0.295 -2.695 -0.1425 -0.0835 -0.2357 0.1745
H -0.680 1.787 -3.006 -0.0066 -0.0713 -0.2056 0.1653
H -0.137 1.113 -0.720 -1.6623 -0.2927 -0.8014 0.4628
```
Forces are in eV/Å.